Entry 1:
C22H31N7O2Rh | ωB97M-V/def2-TZVPD

XYZ file:
```
63
C22H31N7O2Rh ωB97M-V/def2-TZVPD
Rh 0.59629 0.83106 0.50742
C -3.22487 0.73877 -1.43037
C -1.81404 0.73734 -0.97012
N -1.40733 0.94079 0.23387
C -2.19222 1.31871 1.40816
C -1.41622 0.87405 2.65358
N 0.07416 1.10143 2.56126
C 0.53647 2.41435 3.07604
C 0.34380 3.44959 1.99774
N 1.01024 2.98592 0.75436
C 2.50119 3.23193 0.77685
C 3.32272 1.93291 0.83935
N 2.57693 1.05728 -0.04801
C 2.86353 0.81637 -1.27778
C 4.20097 0.96564 -1.91037
C 1.65736 0.47106 -2.12051
C 1.59790 0.27350 -3.49055
C 0.34276 0.16586 -4.08605
C -0.82086 0.28640 -3.32685
C -0.69964 0.48553 -1.96222
N 0.52619 0.54055 -1.42329
H -3.93371 0.83632 -0.61369
H -3.43614 -0.18884 -1.96919
H -3.39074 1.56411 -2.12916
H -3.18347 0.86469 1.42014
H -2.34146 2.39781 1.38441
H -1.55457 -0.19654 2.79857
H -1.81608 1.38147 3.53196
H 0.49588 0.38252 3.14357
H 1.59200 2.31855 3.33487
H 0.00532 2.69926 3.98580
H 0.74820 4.41054 2.32198
H -0.70952 3.60911 1.78010
H 0.61059 3.48530 -0.03260
H 2.75138 3.86432 1.62836
H 2.76155 3.77305 -0.13111
H 3.34211 1.50880 1.84262
H 4.35237 2.11671 0.53366
H 4.99962 0.96771 -1.17369
H 4.26282 1.88814 -2.49608
H 4.36694 0.13836 -2.60213
H 2.49945 0.21956 -4.08611
H 0.26937 0.00529 -5.15394
H -1.79365 0.23649 -3.79778
O -4.85275 -3.27329 -0.20970
C -3.96873 -4.36838 -0.31732
N -2.71025 -3.87428 0.20649
C -1.51920 -4.09409 -0.38793
O -1.31953 -4.76128 -1.37625
C -0.35191 -3.33084 0.20120
C 0.87715 -3.94422 0.41177
C 1.94775 -3.16333 0.81323
C 1.78482 -1.79465 0.91797
N 0.60635 -1.19112 0.67787
C -0.44962 -1.96527 0.35426
H -5.76168 -3.59149 -0.23950
H -3.79701 -4.67732 -1.34770
H -4.31211 -5.23216 0.25405
H -2.75921 -3.39058 1.08835
H 0.98307 -5.01169 0.26034
H 2.91454 -3.60172 1.01883
H 2.60975 -1.15587 1.20230
H -1.39499 -1.48019 0.18864
```

Computed properties:
orbital gap = 6.89 eV
energy = -1500.38563 Ha
LUMO energy = -0.37039 hartree
charge = +3
multiplicity = 1
ΔE to the lowest compared entry with this formula, charge and spin = 0.0 kcal per mole

Entry 2:
C22H32AsBr2N14SScSi2 | ωB97M-V/def2-TZVPD

XYZ file:
```
75
C22H32AsBr2N14SScSi2 ωB97M-V/def2-TZVPD
Sc -0.17730 -0.13010 0.04700
Br 6.51080 -0.00510 0.57570
C 4.71480 0.14950 -0.01130
C 4.20490 -0.79190 -0.91030
C 2.86780 -0.70710 -1.23440
N 2.05080 0.25070 -0.79330
C 2.60370 1.26070 -0.06200
C 3.92640 1.19530 0.40270
C 1.79440 2.44970 0.08500
C 2.36400 3.70540 0.36740
C 1.59890 4.83270 0.19620
Br 2.34300 6.55780 0.47490
C 0.27050 4.71130 -0.21890
C -0.23970 3.43520 -0.33070
N 0.47480 2.32280 -0.19950
H 4.83560 -1.56130 -1.32110
H 2.42230 -1.43370 -1.90290
H 4.30980 1.94260 1.07750
H 3.39940 3.79130 0.64850
H -0.32820 5.57860 -0.43800
H -1.29470 3.29010 -0.55290
N -2.04260 -1.71270 2.56130
C -0.93720 -0.99410 2.94000
N -0.33810 -1.07880 4.11930
N 0.72840 -0.29540 4.01390
N 0.78730 0.24850 2.85350
N -0.27230 -0.14440 2.12080
C -2.37110 -1.84610 1.23670
N -3.58690 -2.04030 0.74320
N -3.41040 -2.10670 -0.56780
N -2.17170 -1.97690 -0.87270
N -1.44490 -1.82740 0.25570
H -2.72140 -1.97200 3.25830
C -3.25330 0.81290 -3.37120
Si -3.62300 2.04040 -1.94950
C -5.50190 2.01710 -1.55710
C -3.07070 3.78860 -2.56080
As -2.58250 1.04890 -0.08210
Si -3.21050 2.54390 1.62810
C -3.61380 4.36760 1.15570
C -1.77390 2.67340 2.88670
C -4.72780 1.76090 2.50710
H -3.88720 0.95600 -4.23980
H -3.40660 -0.20020 -3.00250
H -2.21890 0.90130 -3.69790
H -6.13500 2.19810 -2.41920
H -5.75430 2.75010 -0.79620
H -5.73890 1.03050 -1.16280
H -3.64620 4.09030 -3.43000
H -2.02290 3.78540 -2.85270
H -3.20600 4.55230 -1.80120
H -2.74140 4.86970 0.74730
H -3.91910 4.92330 2.03610
H -4.41600 4.43590 0.42900
H -0.82980 2.87880 2.38400
H -1.66100 1.74030 3.43020
H -1.93960 3.45720 3.61810
H -5.55280 1.64080 1.80890
H -5.08560 2.32980 3.36000
H -4.45150 0.76930 2.85930
C -0.95430 -5.05450 -1.75980
C 0.53050 -4.68520 -1.73690
C 0.87030 -3.91900 -0.51540
N 0.98020 -2.64320 -0.44590
N 1.30640 -2.16760 0.77720
C 1.44160 -3.10140 1.67570
N 1.88330 -2.91150 2.92530
S 1.13340 -4.71010 1.03020
H -1.17530 -5.59710 -2.67500
H -1.56570 -4.15600 -1.71810
H -1.21130 -5.68210 -0.91040
H 0.77260 -4.07140 -2.60620
H 1.13730 -5.59340 -1.77100
H 1.92000 -1.96390 3.28400
H 1.68370 -3.61300 3.61880
```

Computed properties:
orbital gap = 5.07 eV
energy = -10745.95240 Ha
LUMO energy = -0.05358 hartree
multiplicity = 1
ΔE to the lowest compared entry with this formula, charge and spin = 57.8 kcal per mole

Entry 3:
C22H32BN7Zr | ωB97M-V/def2-TZVPD

XYZ file:
```
63
C22H32BN7Zr ωB97M-V/def2-TZVPD
H -2.90272 -0.58531 -1.50275
N -0.78303 -0.37680 -1.71457
B 1.62478 -0.41443 -2.62967
N 0.07423 -0.61368 -2.79018
C -0.64081 -1.08524 -3.82426
Zr 0.13846 0.17246 0.25004
H -0.16681 -1.40190 -4.74189
C -1.98431 -1.13351 -3.46137
H -2.81019 -1.46986 -4.06706
C -2.04049 -0.68666 -2.14517
H 2.18173 -0.64664 -3.66606
C 0.84528 -0.40047 2.69593
H 0.26834 -0.39844 3.62993
H 1.31292 0.59242 2.58523
H 1.64099 -1.15019 2.76044
N 2.17166 -1.38299 -1.51777
N 1.91900 1.04864 -2.14484
N 1.58280 -1.42036 -0.24735
N 1.47081 1.51508 -0.90155
C 3.20323 -2.23945 -1.55154
C 2.69349 1.98567 -2.70658
H 3.79473 -2.36430 -2.44916
H 3.13940 1.81787 -3.67607
C 3.30809 -2.86742 -0.30933
C 2.77558 3.08173 -1.85066
C 2.26695 -2.36337 0.46894
C 2.03080 2.75130 -0.72321
H 4.04411 -3.59070 -0.00498
H 3.30288 4.00199 -2.02559
H 1.97419 -2.61646 1.47883
H 1.87224 3.33065 0.17564
H 0.07931 -0.75440 1.91915
C -6.47570 -0.06772 2.68663
C -5.18045 -0.55466 2.10138
C -5.13180 -1.79763 1.46996
C -3.93766 -2.28757 0.93655
C -3.93167 -3.63154 0.26808
C -2.77774 -1.50731 1.02187
C -2.81038 -0.18627 1.55786
C -4.01993 0.21379 2.18094
N -1.70731 0.65390 1.40158
C -1.68776 2.04306 1.94563
C -2.78149 2.88324 1.28220
C -1.78462 2.04227 3.47580
C -0.35605 2.68518 1.57575
H -7.26374 -0.03330 1.92425
H -6.82822 -0.73514 3.48319
H -6.37375 0.93621 3.10767
H -6.04369 -2.39485 1.38491
H -4.13003 -4.44177 0.98261
H -4.71837 -3.67916 -0.49558
H -2.97268 -3.83511 -0.21686
H -1.83026 -1.91952 0.64387
H -4.08888 1.15668 2.71916
H -3.78427 2.52630 1.51501
H -2.69456 3.91826 1.63482
H -2.66166 2.87223 0.18946
H -0.95098 1.48692 3.93004
H -1.74542 3.08472 3.81879
H -2.70635 1.59221 3.84531
H 0.50037 2.24017 2.10831
H -0.17939 2.67123 0.48453
H -0.37479 3.74157 1.86815
```

Computed properties:
orbital gap (spin up / spin down) = 5.88 / 5.87 eV
energy = -1312.27816 Ha
LUMO energy (spin up / spin down) = -0.26799 / -0.26802 hartree
charge = +2
multiplicity = 1
ΔE to the lowest compared entry with this formula, charge and spin = 0.0 kcal per mole

Entry 4:
C22H32Cl36O3 | ωB97M-V/def2-TZVPD

XYZ file:
```
93
C22H32Cl36O3 ωB97M-V/def2-TZVPD
C 3.75522 -1.56660 -0.21085
O 3.22060 -0.58335 0.69542
C 3.66025 0.74686 0.37414
C 3.37685 1.20663 -1.11877
C 1.80226 1.41272 -1.43970
C 1.38958 2.80386 -0.79111
C -0.18016 3.07489 -0.70410
C -1.06594 1.84059 -0.20858
C -0.47921 1.02225 1.03762
C -0.62362 -0.52382 0.68727
O 0.29140 -1.35255 0.64911
O -1.93308 -0.97272 0.36768
C -2.03273 -1.41425 -1.00811
H 3.40663 -2.58420 0.18647
H 4.88673 -1.50720 -0.15225
H 3.34361 -1.50023 -1.27208
H 4.77414 0.84723 0.64434
H 3.12200 1.44365 1.10685
H 3.90115 0.56722 -1.90709
H 3.84065 2.25332 -1.23084
H 1.73232 1.39120 -2.58044
H 1.23559 0.51439 -1.04380
H 1.94893 3.62569 -1.36430
H 1.79178 2.87224 0.28105
H -0.54350 3.31803 -1.76564
H -0.34271 4.03484 -0.10521
H -2.06731 2.28040 0.13894
H -1.31193 1.18581 -1.10284
H -1.16677 1.19804 1.94029
H 0.55653 1.32729 1.37112
H -2.63951 -2.36628 -1.09263
H -1.02171 -1.55283 -1.51475
H -2.58225 -0.58621 -1.58012
C -0.82717 -2.69802 4.16486
Cl 0.66019 -2.47741 5.09946
Cl -1.57098 -4.25952 4.53977
Cl -1.96229 -1.37704 4.47956
H -0.57241 -2.68480 3.10676
C -5.66957 -1.67511 -3.22348
Cl -5.46413 -0.77650 -1.71445
Cl -4.76894 -0.91091 -4.54182
Cl -5.15916 -3.35719 -3.01648
H -6.72527 -1.66722 -3.48329
C 1.61598 -5.58511 0.79428
Cl 1.43278 -4.74003 -0.74861
Cl 3.28748 -6.11887 1.01967
Cl 1.11052 -4.54539 2.13086
H 0.97515 -6.46316 0.78093
C 4.22038 0.95397 -5.61984
Cl 5.73453 1.18143 -4.73446
Cl 3.48713 -0.60246 -5.20836
Cl 3.09693 2.27856 -5.28294
H 4.44302 0.95693 -6.68390
C -0.84139 6.18649 -4.42978
Cl -1.64050 6.32164 -2.85708
Cl 0.26493 4.80653 -4.45838
Cl -2.04034 6.04848 -5.72448
H -0.26098 7.09054 -4.59636
C 0.24774 -0.65279 9.07744
Cl -0.57188 -0.55618 10.64270
Cl 1.35454 -2.03308 9.04026
Cl -0.93132 -0.76250 7.76571
H 0.82925 0.25540 8.93960
C -5.01056 4.03252 -4.33633
Cl -5.15501 2.48556 -3.48981
Cl -6.43286 4.31469 -5.35124
Cl -4.79592 5.35617 -3.18468
H -4.13401 3.99366 -4.97904
C 3.81801 2.37180 4.30891
Cl 2.49220 2.82724 5.38846
Cl 3.63167 0.69869 3.76752
Cl 3.89622 3.47218 2.92492
H 4.75119 2.45116 4.86106
C 7.73133 -2.12857 1.85980
Cl 7.29827 -2.87612 0.31619
Cl 6.31515 -1.38249 2.61429
Cl 8.45720 -3.32256 2.94459
H 8.46591 -1.35048 1.66792
C -2.50196 -4.09969 -5.47437
Cl -3.61474 -3.77664 -6.81060
Cl -2.49295 -5.82260 -5.07435
Cl -0.87036 -3.54507 -5.87471
H -2.84632 -3.54825 -4.60272
C 0.61473 -5.73450 8.65580
Cl -0.70954 -5.28540 9.73971
Cl 0.42611 -7.40496 8.10267
Cl 0.69347 -4.62740 7.27932
H 1.54832 -5.66116 9.20838
C -9.78190 4.78973 -3.47022
Cl -9.91552 3.24252 -2.62326
Cl -11.20646 5.07172 -4.48068
Cl -9.56370 6.11356 -2.31783
H -8.90798 4.75104 -4.11496
```

Computed properties:
orbital gap = 9.47 eV
energy = -17649.95490 Ha
LUMO energy = 0.00549 hartree
multiplicity = 1